# 1
85
Properties=species:S:1:pos:R:3:forces:R:3:mulliken_spin:R:1 method="wB97M-V/def2-TZVPD" largest_force_ha_per_bohr=0.132 homo_energy_ev="-7.7519 / -8.2838" spin_multiplicity=3 e_lumo_ev="-1.6 / -3.5" e_above_lowest_kj_mol=448.2
Pt -1.548 3.290 1.273 0.518 -2.102 -0.194 1.037
C -0.818 0.148 -2.719 0.020 -1.578 -0.378 -0.002
C -0.856 1.335 -3.292 0.506 1.554 -2.686 0.003
C -2.082 2.204 -3.437 -0.203 0.164 -0.383 0.012
C -2.755 2.423 -2.084 -0.388 1.420 -1.041 0.033
C -3.848 1.471 -1.713 0.646 -0.669 0.514 0.003
C -3.948 0.174 -2.083 0.035 0.526 1.209 0.000
C -3.296 -0.444 -3.291 0.400 1.030 0.301 0.001
C -1.916 -0.922 -2.860 -0.118 -0.585 0.513 0.001
C -2.436 1.866 2.655 -0.568 0.071 -0.311 0.480
H 0.159 -0.248 -2.430 -0.224 -0.217 -0.592 -0.001
H -0.027 1.688 -4.011 -0.407 -0.210 2.275 0.001
H -2.855 1.843 -4.118 0.163 0.186 -0.019 0.002
H -1.866 3.166 -3.917 0.594 -0.483 0.519 -0.003
H -1.978 2.509 -1.307 0.131 -0.807 0.315 0.027
H -3.053 3.471 -2.095 -0.911 0.126 -0.071 -0.026
H -4.436 1.816 -0.866 0.116 -0.327 0.352 -0.014
H -4.256 -0.484 -1.229 -0.776 0.284 -1.325 0.000
H -3.048 0.369 -3.968 -0.780 -0.839 -0.293 0.000
H -3.950 -1.162 -3.830 0.607 0.119 0.641 0.000
H -2.021 -1.584 -2.005 0.263 0.003 0.236 0.000
H -1.540 -1.557 -3.667 0.327 -0.072 0.042 0.000
H -2.661 0.858 2.275 0.188 0.477 -0.286 -0.004
H -3.361 2.386 2.980 0.826 -0.720 0.438 -0.025
H -1.616 1.805 3.360 -0.142 0.098 0.513 0.013
P -3.878 4.287 1.517 -6.102 2.948 0.102 0.122
P -1.585 5.951 -1.268 -2.153 3.389 -2.195 0.000
N -5.700 3.704 1.162 1.324 -1.503 0.311 0.019
N -4.702 5.402 2.735 1.094 0.170 0.596 0.026
N -2.834 6.187 -2.557 -0.061 -0.653 -0.648 0.003
N -1.047 7.679 -1.619 0.903 0.222 0.639 0.000
C -4.005 5.500 0.172 0.277 -0.244 -0.717 -0.022
C -2.769 6.411 0.108 0.600 0.146 0.067 0.019
C -6.213 2.552 1.749 -0.829 -0.029 -0.456 -0.006
C -7.566 2.403 1.407 1.391 0.276 0.158 0.003
C -7.894 3.520 0.592 1.431 0.330 0.172 -0.001
C -6.740 4.293 0.466 -0.494 -0.397 -0.280 0.009
C -4.263 5.525 4.039 -0.716 0.961 0.373 -0.013
C -5.071 6.442 4.715 0.440 -0.648 -0.584 0.001
C -6.073 6.894 3.803 0.968 -0.942 -1.094 0.000
C -5.808 6.255 2.594 0.222 0.179 0.456 0.010
C -2.861 5.475 -3.760 -0.522 0.392 0.365 -0.002
C -3.973 5.809 -4.503 0.767 0.049 0.804 0.000
C -4.628 6.855 -3.786 0.731 0.078 1.240 0.000
C -3.916 7.083 -2.600 -0.349 -0.768 -0.697 0.000
C -1.249 8.483 -2.751 0.168 0.426 0.571 0.000
C -0.733 9.753 -2.519 0.033 -1.514 0.466 0.000
C -0.118 9.721 -1.222 -0.510 -0.850 -0.199 0.000
C -0.336 8.453 -0.695 -0.116 0.489 -0.921 0.000
H -4.919 6.119 0.200 0.638 -0.467 0.312 -0.003
H -4.154 4.845 -0.700 0.322 0.376 -0.234 0.001
H -3.085 7.476 0.032 0.515 -0.754 0.068 -0.003
H -2.121 6.296 0.999 -0.468 0.298 0.046 0.014
H -5.571 1.926 2.354 -0.120 -0.009 -0.083 0.000
H -8.211 1.569 1.666 0.241 0.289 0.061 0.000
H -8.832 3.750 0.124 -0.137 0.031 0.005 0.001
H -6.631 5.228 -0.055 -0.001 -0.173 -0.145 0.000
H -3.393 4.976 4.350 0.040 -0.048 0.234 0.006
H -4.951 6.777 5.730 0.056 -0.157 0.086 0.000
H -6.879 7.605 3.963 0.305 -0.234 0.018 0.001
H -6.317 6.373 1.652 -0.009 -0.106 0.265 0.000
H -2.052 4.829 -4.016 0.120 -0.145 0.081 0.000
H -4.279 5.289 -5.402 0.085 0.413 0.002 0.000
H -5.502 7.395 -4.112 -0.041 0.001 0.147 0.000
H -4.092 7.784 -1.783 0.025 -0.262 -0.504 0.000
H -1.771 8.120 -3.622 0.018 -0.064 0.102 0.000
H -0.794 10.581 -3.213 0.102 -0.133 0.109 0.000
H 0.430 10.533 -0.770 -0.104 -0.112 0.170 0.000
H -0.051 8.028 0.251 0.103 0.034 0.121 0.000
O 0.009 -2.199 -0.793 -0.923 0.919 -0.173 0.002
S -0.064 -1.444 0.439 1.210 -1.880 1.214 0.002
O -1.030 -1.890 1.430 0.839 0.538 -0.800 0.003
N -0.115 0.191 0.420 0.967 0.259 -0.089 0.035
C 1.035 0.751 0.808 -3.186 -1.019 -0.426 -0.014
S 0.820 2.432 1.022 0.997 1.669 0.403 0.251
C 2.169 -0.208 1.037 1.123 -1.232 0.074 0.004
C 3.578 -0.105 1.180 -0.301 0.332 0.091 -0.001
C 4.405 -1.232 1.039 -0.234 0.026 0.118 0.000
C 3.892 -2.491 0.711 -0.956 0.293 -0.077 -0.001
C 2.502 -2.635 0.606 -0.010 0.466 0.441 0.001
C 1.690 -1.513 0.888 -0.031 -0.342 -0.762 -0.003
H 4.035 0.852 1.411 -0.054 -0.034 -0.204 -0.002
H 5.487 -1.168 1.155 -0.295 0.386 -0.012 0.000
H 4.547 -3.338 0.497 -0.179 0.343 0.141 0.000
H 2.069 -3.581 0.256 0.021 0.542 0.380 0.000



# 2
9
Properties=species:S:1:pos:R:3:forces:R:3:nbo_charge:R:1 method="wB97M-V/def2-TZVPD" largest_force_ha_per_bohr=0.108 homo_energy_ev="-9.0982 / -9.0992" smiles="O=CC(=S)NO" e_lumo_ev="-1.6 / -1.6" e_above_lowest_kj_mol=419.5
O -2.177 -0.176 -0.099 0.369 -0.183 -1.123 -0.467
C -1.284 -0.466 -0.857 -0.183 -1.352 -1.216 0.353
C 0.142 -0.296 -0.501 -0.544 2.364 5.001 -0.128
S 1.420 -0.935 -1.190 0.102 0.178 -0.036 0.121
N 0.152 0.395 1.023 1.152 -2.465 -4.062 -0.298
O 1.411 0.931 1.258 -0.466 2.489 1.054 -0.589
H -1.320 -1.025 -1.894 -0.809 1.006 1.491 0.133
H -0.529 1.159 1.185 0.671 -0.557 -0.639 0.387
H 2.186 0.413 1.075 -0.293 -1.479 -0.470 0.488



# 3
9
Properties=species:S:1:pos:R:3:forces:R:3:nbo_charge:R:1 method="wB97M-V/def2-TZVPD" largest_force_ha_per_bohr=0.091 homo_energy_ev=-9.0968 e_lumo_ev=-0.3 e_above_lowest_kj_mol=173.7
C 0.504 0.623 0.881 -0.053 0.054 -3.846 -0.143
C -0.501 0.740 1.688 -0.421 -0.973 0.175 -0.312
P 0.417 -1.413 -1.721 -1.398 -2.322 2.201 0.255
S -0.513 0.320 -1.165 1.199 1.738 3.911 -0.210
Cl -0.294 0.971 3.367 -0.100 0.260 0.627 0.017
H 1.598 0.780 0.968 -1.018 -0.179 -0.273 0.230
H -1.459 0.429 1.305 -0.426 0.463 0.531 0.242
H -0.648 -1.661 -2.608 -0.427 -0.707 0.132 -0.019
H 0.896 -0.788 -2.716 2.645 1.665 -3.458 -0.061



# 4
21
Properties=species:S:1:pos:R:3:forces:R:3:nbo_charge:R:1 method="wB97M-V/def2-TZVPD" charge=-1 largest_force_ha_per_bohr=0.088 homo_energy_ev=-4.8376 smiles="CC(C#N)(C#N)C(C)(C)C(=O)[O-]" e_lumo_ev=3.5 e_above_lowest_kj_mol=0.0
C 0.803 0.094 1.854 0.350 3.222 3.176 -0.580
C 0.855 0.093 0.367 -2.095 0.011 -0.691 -0.321
C 1.254 1.421 -0.046 1.032 -0.238 -0.169 0.352
N 1.595 2.465 -0.358 0.060 0.834 -0.173 -0.366
C 1.768 -0.985 -0.024 -0.026 0.427 -0.672 0.376
N 2.608 -1.662 -0.407 1.119 -0.131 -0.171 -0.382
C -0.574 -0.105 -0.367 1.472 -1.629 0.720 -0.125
C -1.618 0.925 -0.089 -1.441 1.444 0.248 -0.631
C -0.237 -0.107 -1.855 2.210 -2.719 -0.311 -0.645
C -0.940 -1.565 0.239 1.704 -0.426 -0.820 0.770
O 0.044 -2.349 0.369 -0.367 0.672 -0.127 -0.758
O -2.084 -1.804 0.535 -2.422 0.260 0.352 -0.717
H 0.580 -0.892 2.330 0.222 0.978 -0.568 0.269
H 0.086 0.989 2.245 1.262 -2.395 -0.886 0.209
H 1.838 0.559 2.159 -1.699 -1.418 -0.031 0.215
H -1.543 1.661 -0.930 -0.046 0.062 1.105 0.201
H -1.561 1.421 0.941 -0.019 -0.570 -1.496 0.208
H -2.675 0.519 -0.193 1.453 0.002 0.301 0.253
H 0.454 0.659 -2.252 -0.999 0.456 0.407 0.218
H 0.432 -1.011 -2.057 -0.912 0.717 0.392 0.237
H -1.085 -0.324 -2.460 -0.857 0.443 -0.589 0.217



# 5
22
Properties=species:S:1:pos:R:3:forces:R:3:nbo_charge:R:1 method="wB97M-V/def2-TZVPD" charge=+1 largest_force_ha_per_bohr=0.100 homo_energy_ev=-12.5474 e_lumo_ev=-4.5
C 0.335 -1.027 1.096 1.007 0.921 0.592 -0.354
C -0.652 -0.036 1.044 1.155 -0.757 -1.079 0.347
C 1.531 -0.858 0.337 0.991 -0.035 0.374 0.604
C 2.469 1.378 -2.149 -2.202 0.174 1.947 0.322
C 0.507 1.027 -0.627 0.362 -0.232 -1.221 0.330
C 2.102 2.169 1.610 1.700 -0.247 -0.415 -0.321
C -1.747 0.068 2.078 0.305 -2.255 -2.298 -0.646
N -0.564 0.877 0.066 -0.780 1.428 -0.021 -0.473
N 2.685 0.451 -1.231 2.279 0.648 -2.529 -0.379
N 1.596 0.207 -0.540 -2.399 -1.141 2.068 -0.196
N 3.263 1.842 -3.083 5.091 -0.638 -0.334 -0.772
O 2.688 -1.555 0.452 -2.182 0.484 0.224 -0.605
S 0.865 2.162 -1.959 -0.096 -0.787 0.602 0.402
Br 4.030 2.016 1.984 -1.394 0.138 -0.152 0.092
Br 1.152 2.519 3.108 -0.239 0.200 0.698 0.236
H 0.224 -1.622 1.997 0.772 -0.759 -0.608 0.265
H -2.725 -0.137 1.545 0.929 0.118 1.053 0.267
H -1.664 1.064 2.328 -0.467 2.224 1.088 0.244
H -1.460 -0.604 2.895 -0.763 0.229 -0.121 0.232
H 3.347 -1.173 -0.156 -0.049 0.099 -0.080 0.526
H 4.353 1.691 -3.031 -3.094 -0.128 0.136 0.441
H 3.093 2.580 -3.734 -0.925 0.314 0.078 0.436



# 6
88
Properties=species:S:1:pos:R:3:forces:R:3:mulliken_spin:R:1 method="wB97M-V/def2-TZVPD" charge=+2 largest_force_ha_per_bohr=0.011 homo_energy_ev="-14.1890 / -14.2597" spin_multiplicity=5 e_lumo_ev="-7.1 / -5.8"
Mn 0.193 0.110 0.039 0.144 -0.518 -0.075 3.953
C -2.689 -1.392 3.795 0.010 -0.069 -0.022 -0.001
N -1.559 -0.989 2.957 0.086 -0.119 -0.051 0.000
C -1.262 0.427 3.042 0.057 0.094 -0.089 0.054
C -0.826 -1.900 2.263 -0.063 0.005 0.047 0.078
N -0.044 -1.563 1.247 0.054 0.260 0.079 -0.192
C 0.898 -2.551 0.703 -0.014 -0.031 -0.007 0.057
C 0.589 -2.772 -0.778 -0.002 -0.033 0.070 -0.012
N 0.408 -1.479 -1.471 -0.127 0.186 0.102 0.104
C -0.840 -1.387 -2.245 -0.025 -0.096 -0.028 0.007
C -1.993 -1.244 -1.276 -0.069 0.060 0.045 0.054
N -1.791 -0.055 -0.428 0.189 0.089 -0.086 -0.078
C -2.885 0.595 -0.022 -0.068 -0.086 -0.015 0.013
N -2.842 1.918 0.273 -0.117 -0.116 -0.072 0.004
C -3.706 2.491 1.300 0.036 0.012 -0.032 0.002
C -2.330 2.899 -0.685 0.004 -0.004 -0.038 0.003
N -4.074 -0.049 0.080 0.093 0.123 0.231 -0.003
C -5.335 0.600 -0.269 0.025 0.018 0.035 0.000
C -4.211 -1.389 0.628 -0.002 -0.008 -0.091 -0.001
C 1.602 -1.055 -2.199 0.077 -0.079 -0.094 0.013
C 2.729 -0.803 -1.224 0.094 0.065 0.105 0.032
N 2.262 0.010 -0.082 -0.091 0.135 0.213 -0.129
C 3.206 0.653 0.610 -0.007 -0.077 0.039 0.046
N 2.911 1.338 1.735 -0.026 0.006 -0.107 0.006
C 3.645 2.558 2.083 0.020 -0.001 -0.014 0.000
C 1.654 1.180 2.410 0.000 -0.021 0.054 0.002
N 4.540 0.585 0.319 0.036 -0.062 -0.103 0.002
C 5.493 0.354 1.404 -0.034 0.039 0.010 -0.001
C 5.176 1.016 -0.928 -0.071 -0.073 -0.023 -0.001
N -0.955 -3.200 2.677 -0.066 -0.023 0.004 0.001
C -1.340 -4.285 1.788 0.054 0.027 0.043 -0.002
C -0.760 -3.581 4.072 -0.057 0.041 -0.052 0.000
H -3.487 -0.663 3.663 -0.023 0.000 -0.010 0.000
H -3.059 -2.367 3.495 0.010 -0.027 0.005 0.001
H -2.430 -1.419 4.854 0.036 0.000 0.014 0.000
H -2.191 0.969 3.196 -0.019 0.015 0.024 0.003
H -0.596 0.652 3.879 -0.010 -0.014 -0.022 -0.001
H -0.827 0.816 2.126 -0.132 -0.055 0.056 -0.005
H 1.903 -2.148 0.808 0.020 -0.007 0.055 -0.012
H 0.881 -3.491 1.246 -0.069 -0.005 -0.025 0.006
H 1.385 -3.351 -1.254 -0.008 0.024 -0.014 -0.002
H -0.330 -3.345 -0.887 -0.005 -0.053 0.013 0.000
H -0.776 -0.507 -2.888 -0.006 0.006 0.016 -0.003
H -0.989 -2.266 -2.882 0.051 0.016 -0.010 -0.003
H -2.929 -1.160 -1.831 -0.003 0.021 0.018 -0.003
H -2.056 -2.147 -0.665 -0.058 -0.043 -0.030 -0.013
H -4.058 1.720 1.981 -0.006 -0.041 0.005 0.000
H -3.129 3.223 1.864 0.007 -0.002 0.008 0.000
H -4.570 3.004 0.873 -0.012 0.007 -0.019 0.000
H -1.953 2.385 -1.562 0.037 0.011 0.035 -0.001
H -3.156 3.548 -0.988 -0.008 -0.009 0.002 0.001
H -1.546 3.516 -0.251 -0.036 -0.006 0.035 0.001
H -5.147 1.513 -0.826 0.002 0.022 -0.006 0.000
H -5.905 -0.076 -0.906 0.000 -0.007 -0.006 0.000
H -5.934 0.826 0.615 -0.002 0.015 0.010 0.000
H -3.266 -1.717 1.048 0.050 -0.008 0.024 0.003
H -4.956 -1.367 1.426 -0.015 -0.002 -0.005 0.000
H -4.543 -2.105 -0.126 0.007 -0.010 -0.019 0.000
H 1.914 -1.803 -2.936 -0.030 0.018 -0.018 0.000
H 1.364 -0.134 -2.735 -0.003 0.015 0.038 -0.005
H 3.179 -1.735 -0.867 -0.046 -0.008 -0.021 -0.007
H 3.486 -0.288 -1.798 0.214 0.074 0.002 0.001
H 4.352 2.805 1.298 0.003 0.010 -0.012 0.000
H 2.933 3.380 2.160 -0.005 0.002 -0.005 0.001
H 4.170 2.445 3.031 -0.008 -0.014 0.011 0.000
H 1.373 0.127 2.438 -0.029 0.044 -0.050 0.014
H 1.754 1.519 3.442 0.036 -0.002 0.007 0.007
H 0.869 1.800 1.955 0.064 0.013 -0.007 0.011
H 4.984 -0.047 2.276 0.000 -0.009 0.014 0.000
H 6.228 -0.377 1.067 -0.001 -0.006 -0.021 0.000
H 6.027 1.263 1.687 0.007 0.021 0.005 0.000
H 4.482 1.554 -1.562 -0.074 -0.042 -0.021 0.000
H 5.977 1.710 -0.668 0.009 0.006 -0.010 0.000
H 5.619 0.175 -1.465 0.007 -0.009 -0.005 0.000
H -1.577 -3.901 0.801 -0.002 0.034 -0.078 0.000
H -0.558 -5.043 1.702 0.010 -0.017 -0.018 0.000
H -2.235 -4.770 2.183 -0.002 -0.014 0.001 0.000
H -0.409 -2.731 4.651 0.003 0.039 0.022 0.000
H -1.677 -3.968 4.521 -0.017 0.002 0.018 0.000
H 0.001 -4.361 4.123 0.010 -0.011 0.003 0.000
F -0.470 4.332 -2.520 0.000 0.022 0.000 0.000
C 0.599 3.558 -2.637 0.010 0.027 0.047 0.000
F 1.561 4.208 -3.260 -0.024 0.060 0.035 0.000
F 0.267 2.478 -3.351 0.016 -0.132 -0.030 -0.001
S 1.210 3.039 -0.961 -0.106 -0.233 0.130 0.015
O 0.877 4.069 -0.033 0.060 0.049 -0.001 -0.002
O 2.577 2.676 -1.166 0.016 0.030 -0.014 0.003
O 0.323 1.826 -0.709 -0.066 0.440 -0.250 -0.020